This record from the Open Molecules 2025 dataset describes one molecule with the formula C3H5FS. The level of theory is ωB97M-V/def2-TZVPD.

XYZ file:
```
10
Properties=species:S:1:pos:R:3:forces:R:3
F 0.851 -0.231 -1.859 -0.4 -0.8 0.0
C 1.106 -0.769 -0.589 5.3 0.4 -1.0
C -0.013 -0.584 0.394 0.3 -1.8 -1.0
C -1.225 0.039 -0.277 -1.8 -1.1 4.2
S -0.458 0.831 1.315 -0.4 1.0 -1.4
H 2.193 -0.164 -0.426 -2.9 -1.8 0.7
H 1.409 -1.957 -0.648 -1.0 3.0 -0.3
H 0.192 -1.495 0.960 -1.7 0.0 0.5
H -0.969 0.428 -1.188 0.5 1.4 -1.9
H -2.356 -0.143 -0.160 2.2 -0.4 0.1
```
Forces are in eV/Å.

DFT total energy (eV): -16742.16016
HOMO energy (hartree): -0.3291
LUMO level (eV): 0.775
SMILES string: FC[C@@H]1CS1
Relative energy (zero: lowest compared OMol25 entry of this formula, charge and spin) (kJ/mol): 194.24
M (g/mol): 92.14

=====

This record from the Open Molecules 2025 dataset describes a 2-piece molecular cluster, C3H5FS2 overall. The level of theory is ωB97M-V/def2-TZVPD.

XYZ file:
```
11
Properties=species:S:1:pos:R:3:forces:R:3
C 0.801 -0.670 0.911 -4.3 -3.2 -5.0
C -0.196 0.453 0.428 2.9 -2.7 -3.1
C -1.052 0.120 -0.816 -3.3 -1.9 4.7
H 0.800 1.132 -1.448 1.7 -2.1 1.9
H 0.055 -1.740 0.849 2.2 3.2 0.7
H 1.322 -0.644 1.811 0.7 0.7 1.5
H -0.803 0.835 1.151 -1.2 1.8 1.9
H -0.970 0.427 -1.814 0.7 0.4 -1.2
F 0.690 1.447 -0.148 -0.4 2.9 0.1
S 1.830 -0.818 -0.661 -0.4 0.6 -0.2
S -2.478 -0.543 -0.262 1.3 0.3 -1.4
```
Forces are in eV/Å.

DFT total energy (eV): -27573.15924
HOMO energy (hartree): -0.3024
LUMO level (eV): -1.244
Relative energy (zero: lowest compared OMol25 entry of this formula, charge and spin) (kJ/mol): 610.18
M (g/mol): 124.21

=====

This record from the Open Molecules 2025 dataset describes C3H5GdO3 as an isolated structure. The level of theory is ωB97M-V/def2-TZVPD.

XYZ file:
```
12
Properties=species:S:1:pos:R:3:forces:R:3
H -1.374 3.481 3.678 0.2 0.8 0.4
O 0.867 0.299 -0.064 -0.5 0.6 1.0
C -0.371 0.093 0.236 0.3 0.2 -1.0
C 1.348 -0.676 -1.038 0.5 -0.4 -0.5
O -1.472 2.588 3.353 -0.5 -1.6 -2.4
O -0.896 -0.864 -0.458 -0.7 0.5 1.0
C 0.098 -1.503 -1.315 0.4 -0.5 -0.5
Gd -1.984 1.917 1.416 0.7 0.2 1.6
H 2.158 -1.235 -0.562 -0.2 0.2 -0.1
H 1.717 -0.120 -1.904 -0.1 -0.1 0.3
H 0.174 -2.547 -0.998 -0.1 0.2 -0.1
H -0.265 -1.435 -2.344 0.0 0.0 0.3
```
Forces are in eV/Å.

DFT total energy (eV): -30149.25276
HOMO energy (alpha / beta) (hartree): -0.7078 / -0.7079
Multiplicity: 8
LUMO level (alpha / beta) (eV): -10.107 / -13.045
Charge: +2
Relative energy (zero: lowest compared OMol25 entry of this formula, charge and spin) (kJ/mol): 18.56
M (g/mol): 246.32

=====

This record from the Open Molecules 2025 dataset describes C3H5HgO3 as an isolated structure. The level of theory is ωB97M-V/def2-TZVPD.

XYZ file:
```
12
Properties=species:S:1:pos:R:3:forces:R:3
O -0.195 0.821 -0.585 -1.1 -2.2 1.4
C -1.524 0.368 -0.301 -0.2 -0.2 0.3
H -2.188 0.955 -0.941 0.3 -0.1 0.1
H -1.612 -0.696 -0.551 -0.1 0.2 0.0
H -1.767 0.541 0.753 0.1 -0.1 -0.3
O 0.545 -0.285 1.558 0.4 0.2 -2.9
O 1.956 0.816 -0.280 -0.2 -2.9 2.5
C 0.882 0.310 0.047 0.7 -0.3 1.5
C 0.880 -1.408 0.743 -0.7 2.7 0.9
H -0.015 -1.865 0.267 1.2 -0.4 0.4
H 1.853 -1.798 1.103 -0.8 -0.5 -1.1
Hg 1.186 2.241 -1.812 0.5 3.4 -3.1
```
Forces are in eV/Å.

DFT total energy (eV): -13503.89726
HOMO energy (alpha / beta) (hartree): -0.2708 / -0.2619
Multiplicity: 2
LUMO level (alpha / beta) (eV): 0.491 / -2.127
Relative energy (zero: lowest compared OMol25 entry of this formula, charge and spin) (kJ/mol): 292.22
M (g/mol): 289.66

=====

This record from the Open Molecules 2025 dataset describes C3H5HoO4 as an isolated structure. The level of theory is ωB97M-V/def2-TZVPD.

XYZ file:
```
13
Properties=species:S:1:pos:R:3:forces:R:3
C 0.688 2.009 -2.559 0.0 1.3 -1.1
O 0.729 0.893 -1.692 0.7 -0.9 2.1
C 0.206 -0.381 -2.189 -0.7 0.4 -1.6
H -0.312 2.115 -3.003 0.3 -0.1 0.2
H 0.900 2.903 -1.965 0.0 -0.2 -0.2
H 1.434 1.885 -3.357 -0.2 0.1 0.2
H 0.733 -0.604 -3.136 -0.2 -0.1 0.4
H -0.874 -0.230 -2.380 0.4 -0.2 0.1
Ho 1.504 -0.096 0.253 -2.5 -1.1 -2.3
O 0.458 -1.258 -1.186 1.7 0.8 2.5
C -1.408 -0.601 1.989 -2.9 -0.1 2.6
O -2.456 -0.848 2.393 1.6 0.0 -1.5
O -0.298 -0.233 1.837 1.8 0.1 -1.6
```
Forces are in eV/Å.

DFT total energy (eV): -37162.24667
HOMO energy (alpha / beta) (hartree): -0.6954 / -0.6962
Multiplicity: 5
LUMO level (alpha / beta) (eV): -10.292 / -11.062
Charge: +2
Relative energy (zero: lowest compared OMol25 entry of this formula, charge and spin) (kJ/mol): 68.33
M (g/mol): 270.00

=====

This record from the Open Molecules 2025 dataset describes one molecule with the formula C3H5I. The level of theory is ωB97M-V/def2-TZVPD.

XYZ file:
```
9
Properties=species:S:1:pos:R:3:forces:R:3
C 0.209 0.437 0.439 -3.3 -0.4 -0.4
C -1.967 -1.855 0.351 1.9 -0.8 0.3
C 1.308 0.876 -0.328 -0.9 0.1 -2.2
I -1.746 -0.006 -0.417 1.2 1.2 0.1
H 0.503 -0.401 0.966 -0.3 -1.9 1.8
H -3.012 -1.968 0.395 -1.9 -0.1 0.1
H 1.891 1.218 0.434 2.6 1.3 1.7
H 1.769 0.056 -0.839 0.6 -0.5 -0.5
H 1.044 1.643 -1.001 0.1 1.1 -0.9
```
Forces are in eV/Å.

DFT total energy (eV): -11284.74133
HOMO energy (alpha / beta) (hartree): -0.2732 / -0.2994
LUMO level (alpha / beta) (eV): -0.746 / 0.118
Relative energy (zero: lowest compared OMol25 entry of this formula, charge and spin) (kJ/mol): 703.13
M (g/mol): 167.98

=====

This record from the Open Molecules 2025 dataset describes a 2-piece molecular cluster, C3H5IO overall. The level of theory is ωB97M-V/def2-TZVPD.

XYZ file:
```
10
Properties=species:S:1:pos:R:3:forces:R:3
C 1.740 1.798 0.517 0.6 1.1 0.5
C 0.950 0.578 0.779 -0.5 -0.4 0.8
C -1.777 -1.416 -0.466 0.2 -0.1 0.0
O 1.292 0.815 -0.420 -0.1 -0.6 -1.3
I -0.171 -2.684 0.163 -0.3 -0.1 -0.2
H 1.241 2.752 0.429 0.0 0.0 0.0
H 2.806 1.810 0.694 0.0 -0.1 0.0
H -1.962 -0.701 0.325 0.0 0.0 0.1
H -2.643 -2.039 -0.642 -0.1 -0.1 0.0
H -1.475 -0.912 -1.377 0.1 0.0 0.0
```
Forces are in eV/Å.

DFT total energy (eV): -13336.26306
HOMO energy (hartree): -0.3266
LUMO level (eV): 0.520
Relative energy (zero: lowest compared OMol25 entry of this formula, charge and spin) (kJ/mol): 300.12
M (g/mol): 183.98

=====

This record from the Open Molecules 2025 dataset describes a 2-piece molecular cluster, C3H5IO overall. The level of theory is ωB97M-V/def2-TZVPD.

XYZ file:
```
10
Properties=species:S:1:pos:R:3:forces:R:3
C -0.291 1.675 -1.195 -0.1 1.2 -0.2
C -0.553 0.596 -0.790 -0.1 -1.6 1.1
C -1.165 -1.111 0.749 -3.4 -0.4 0.4
O -0.603 -0.639 -0.417 1.1 -0.6 -1.9
I 3.966 -0.234 -0.220 4.3 -4.1 -1.2
H 2.833 0.827 0.084 -4.3 4.1 1.2
H -0.140 2.695 -1.339 0.2 0.8 -0.4
H -2.323 -1.295 0.552 2.2 0.6 0.8
H -0.979 -0.446 1.573 -0.2 0.4 0.4
H -0.746 -2.068 1.004 0.4 -0.3 -0.3
```
Forces are in eV/Å.

DFT total energy (eV): -13331.40954
HOMO energy (alpha / beta) (hartree): -0.1725 / -0.3398
Multiplicity: 3
LUMO level (alpha / beta) (eV): 0.821 / -3.941
Relative energy (zero: lowest compared OMol25 entry of this formula, charge and spin) (kJ/mol): 415.79
M (g/mol): 183.98

=====

This record from the Open Molecules 2025 dataset describes a 2-piece molecular cluster, C3H5IO2 overall. The level of theory is ωB97M-V/def2-TZVPD.

XYZ file:
```
11
Properties=species:S:1:pos:R:3:forces:R:3
C -0.971 2.052 -0.297 0.9 -0.1 0.7
C -0.373 -1.547 0.214 -1.8 1.7 2.2
C 1.767 -1.114 -0.158 3.1 -2.1 -2.1
O -1.885 1.418 0.146 -0.3 0.1 0.0
O 0.751 -0.696 0.352 -0.6 2.2 1.4
I 3.429 0.196 0.055 0.3 0.6 0.2
H -0.209 2.544 0.354 -0.5 0.0 -0.1
H -1.097 -0.713 0.033 -0.5 -1.7 0.2
H -0.423 -2.004 1.237 -0.7 0.1 -1.2
H -0.249 -2.230 -0.578 0.2 -0.8 -0.8
H -0.742 2.092 -1.358 -0.1 0.1 -0.7
```
Forces are in eV/Å.

DFT total energy (eV): -15383.50787
HOMO energy (hartree): -0.3103
LUMO level (eV): 0.485
Relative energy (zero: lowest compared OMol25 entry of this formula, charge and spin) (kJ/mol): 361.51
M (g/mol): 199.97

=====

This record from the Open Molecules 2025 dataset describes C3H5Li2O3 as an isolated structure. The level of theory is ωB97M-V/def2-TZVPD.

XYZ file:
```
13
Properties=species:S:1:pos:R:3:forces:R:3
O 1.291 0.545 -0.313 0.0 -0.2 -0.4
C 1.418 -0.504 0.502 0.8 -1.2 0.6
C 0.121 1.327 -0.034 0.1 0.4 0.5
O 1.940 -1.570 0.176 -0.7 1.3 -0.4
O -0.765 -0.856 -0.105 -0.1 -0.9 0.0
C -1.109 0.466 -0.327 -0.4 -0.2 -0.3
H 0.172 2.229 -0.653 0.1 -0.2 0.2
H 0.133 1.593 1.035 0.1 0.1 -0.3
H -1.441 0.633 -1.368 0.0 0.0 0.2
H -1.930 0.772 0.348 0.2 0.1 -0.3
H 1.197 -0.306 1.565 -0.2 0.1 -0.3
Li 0.464 -1.913 -1.269 0.1 0.3 0.5
Li -1.492 -2.416 0.445 -0.1 0.3 -0.1
```
Forces are in eV/Å.

DFT total energy (eV): -9744.02356
HOMO energy (alpha / beta) (hartree): -0.1457 / -0.3637
Multiplicity: 2
LUMO level (alpha / beta) (eV): -0.047 / 0.342
Relative energy (zero: lowest compared OMol25 entry of this formula, charge and spin) (kJ/mol): 19.13
M (g/mol): 102.95

=====

This record from the Open Molecules 2025 dataset describes C3H5LiO4 as an isolated structure. The level of theory is ωB97M-V/def2-TZVPD.

XYZ file:
```
13
Properties=species:S:1:pos:R:3:forces:R:3
C 0.016 -1.685 1.336 0.1 -0.3 -0.3
C -0.621 -0.408 0.826 -0.5 1.6 -1.9
O -0.068 0.734 1.289 0.6 0.3 -0.3
Li 0.815 1.951 0.004 -0.4 -0.3 -0.5
H -0.501 -2.561 0.921 0.2 0.1 0.1
H 1.076 -1.720 1.045 -0.3 0.0 0.1
H -0.048 -1.734 2.433 0.0 0.1 -0.3
H -1.720 -0.366 0.988 0.1 -0.5 0.1
H -0.613 -0.303 -0.409 0.2 -0.7 1.7
O -0.286 2.482 -1.693 -0.8 0.9 -1.4
C 0.457 1.591 -2.272 -0.2 -0.9 5.8
O 1.598 1.449 -1.658 1.2 -0.2 -1.5
O -0.105 0.568 -2.811 -0.1 -0.1 -1.7
```
Forces are in eV/Å.

DFT total energy (eV): -11586.84560
HOMO energy (alpha / beta) (hartree): -0.1604 / -0.1321
Multiplicity: 2
LUMO level (alpha / beta) (eV): 3.065 / 0.850
Charge: -1
Relative energy (zero: lowest compared OMol25 entry of this formula, charge and spin) (kJ/mol): 113.40
M (g/mol): 112.01

=====

This record from the Open Molecules 2025 dataset describes C3H5LiO4Tm as an isolated structure. The level of theory is ωB97M-V/def2-TZVPD.

XYZ file:
```
14
Properties=species:S:1:pos:R:3:forces:R:3
Tm 2.626 2.871 0.160 -0.9 -1.9 3.4
O 2.230 1.769 2.011 0.9 2.9 -3.9
C 1.859 0.676 2.728 -0.3 -2.3 0.1
H 2.736 0.143 3.151 -0.3 0.4 -0.1
H 1.168 0.926 3.560 0.4 0.0 -0.3
C 1.102 -0.366 1.806 1.7 1.4 0.4
O -0.295 -0.037 1.918 -0.5 -1.4 0.6
C -0.927 0.629 0.961 0.4 0.2 -0.5
O -0.429 1.237 0.062 -0.2 0.1 0.1
O -2.222 0.441 1.244 -0.3 0.1 0.2
Li -1.865 -0.810 2.968 -0.1 0.1 -0.2
H 1.314 -1.411 2.067 -0.7 0.3 0.2
H 1.422 -0.205 0.769 -0.2 -0.1 0.2
H -2.807 1.026 0.745 -0.1 0.1 -0.3
```
Forces are in eV/Å.

DFT total energy (eV): -41099.78994
HOMO energy (alpha / beta) (hartree): -0.5439 / -0.6287
Multiplicity: 4
LUMO level (alpha / beta) (eV): -7.589 / -9.067
Charge: +2
M (g/mol): 280.94